2 unconnected molecules or ions with the total composition C14H16O. Source: OMol25; level of theory: wB97M-V/def2-TZVPD.

Each line ends with the natural charge from an NBO analysis.
Geometry (Å):
O (1.87272, 3.02107, -0.74028)  -0.7259
C (0.58904, 0.88636, 2.52466)  -0.0759
C (-0.15089, -0.69080, -3.30616)  -0.1994
C (0.42159, -1.98631, -3.37543)  -0.2223
C (0.06518, -2.87528, -2.40838)  -0.2014
C (1.33353, 2.02462, 2.70942)  -0.1799
C (-1.00896, -0.40033, -2.29880)  -0.2465
C (0.22912, 0.08791, 3.75987)  -0.6318
C (-2.45817, -0.88588, -0.27014)  -0.6323
C (0.30641, 0.43925, 1.22072)  -0.1378
C (-1.56094, -1.38539, -1.40985)  0.0016
C (1.74581, 2.74204, 1.55870)  -0.2524
C (0.60333, 1.11975, 0.05805)  -0.2786
C (-0.93529, -2.60837, -1.44313)  -0.2234
C (1.38150, 2.25305, 0.31278)  0.2773
H (0.02597, -0.61375, 1.25003)  0.1969
H (-2.01442, -1.25881, 0.64700)  0.2218
H (2.39193, 3.59777, 1.69273)  0.2246
H (0.54483, -3.85434, -2.32744)  0.2073
H (0.98963, -0.63147, 4.08211)  0.2196
H (-2.35917, 0.19127, -0.25232)  0.2172
H (1.59543, 2.48921, 3.65707)  0.2094
H (-3.46634, -1.22928, -0.50549)  0.2252
H (1.24677, 3.52631, -1.24677)  0.4825
H (-0.75617, -0.36993, 3.66153)  0.2148
H (0.36618, 0.79442, -0.93754)  0.2396
H (-1.10377, -3.51868, -0.89028)  0.2142
H (0.25382, -0.00498, -4.05134)  0.2150
H (-1.49692, 0.54979, -2.14681)  0.2073
H (0.23003, 0.70335, 4.66726)  0.2172
H (1.11823, -2.11256, -4.19178)  0.2162

SMILES: Cc1ccc(O)cc1.Cc1ccccc1
HOMO level, Eh: -0.315
Charge: 0
LUMO level, Eh: 0.0296
ΔE to the lowest compared entry with this formula, charge and spin, eV: 1.4688
DFT total energy, a.u.: -618.262016



2 unconnected molecules or ions with the total composition C3H7N2S2. Source: OMol25; level of theory: wB97M-V/def2-TZVPD.

Each line ends with the natural charge from an NBO analysis.
Geometry (Å):
S (1.72620, -0.34418, 1.27283)  0.6519
S (1.44748, 2.50929, -0.14046)  0.3247
N (1.58500, -1.59935, 0.14984)  -0.6410
N (1.47500, 0.12308, -1.26980)  -0.4666
C (-1.54661, -0.21354, 0.41573)  -0.8998
C (1.44609, -1.20213, -1.11624)  0.3258
C (1.55194, 0.83008, -0.14599)  -0.0805
H (1.40063, 2.52978, 1.27500)  0.1695
H (1.78317, -2.54042, 0.44326)  0.4656
H (-1.45080, -0.34874, -0.65347)  0.2164
H (1.69448, -1.91845, -1.89708)  0.2609
H (-0.44255, 0.16772, 0.47266)  0.1764
H (-1.76847, -1.22173, 0.65803)  0.2286
H (-2.51368, 0.14039, 0.82203)  0.2681

HOMO level, Eh: -0.527
Charge: +1
LUMO level, Eh: -0.2020
ΔE to the lowest compared entry with this formula, charge and spin, eV: 2.8008
DFT total energy, a.u.: -1024.060070